1.
{"formula": "C42H31BF9N9PRuS", "method": "ωB97M-V with the def2-TZVPD basis set", "e_homo_ev": [-13.3679, -13.3592], "lumo_ev": [-6.23, -7.44], "spin_multiplicity": 2, "charge": 2, "homo_lumo_gap_ha": [0.2624, 0.2177], "elements": ["C", "C", "C", "C", "F", "H", "F", "C", "N", "B", "N", "F", "H", "H", "C", "C", "H", "C", "H", "F", "C", "C", "C", "H", "C", "H", "C", "C", "C", "C", "F", "C", "C", "H", "C", "S", "H", "C", "N", "H", "F", "C", "C", "F", "F", "N", "H", "H", "C", "N", "H", "H", "C", "F", "C", "H", "H", "C", "H", "C", "N", "C", "H", "N", "H", "H", "H", "H", "H", "C", "C", "H", "C", "C", "N", "C", "C", "H", "N", "C", "Ru", "C", "C", "H", "C", "C", "H", "C", "H", "H", "C", "P", "C", "H", "H"], "positions_angstrom": [[2.737, -3.155, 2.280], [3.580, -2.622, 3.247], [-1.829, -1.033, -4.223], [0.322, -4.361, -1.083], [-0.273, -1.022, -7.366], [-2.105, -1.201, -2.123], [6.666, 1.503, -1.380], [-0.861, 4.573, 0.110], [0.960, -4.020, 0.142], [-2.250, 1.173, 3.695], [-2.948, 0.984, 2.346], [-2.200, -1.831, -6.808], [-0.395, -3.030, 3.593], [2.882, -4.176, 1.957], [2.270, -0.632, 3.178], [-0.872, -2.184, 4.060], [1.817, -1.417, -0.930], [6.048, 0.476, -0.800], [3.954, -0.885, 4.463], [-2.213, 7.078, -1.047], [-1.897, -0.780, 5.396], [-2.068, 4.787, -0.541], [-0.908, -3.800, -1.380], [-2.389, -0.255, 6.198], [4.548, 0.567, -0.936], [1.021, 1.444, -3.427], [2.410, -0.507, -0.923], [-1.527, -0.731, -2.902], [-4.433, 0.754, 0.725], [0.945, -5.209, -1.981], [-4.069, 6.024, -0.697], [-0.530, 3.128, 4.022], [-1.316, -2.041, 5.363], [-5.345, 0.785, 0.156], [0.764, 3.367, 3.586], [-1.721, -2.811, -0.175], [0.736, 3.224, 0.461], [-0.503, 0.157, -2.599], [-1.178, -1.091, 3.346], [-4.899, 1.662, 2.720], [6.521, -0.656, -1.334], [0.316, -5.506, -3.181], [1.771, 0.735, -0.982], [-2.003, 0.269, -7.283], [6.393, 0.476, 0.502], [-0.393, -2.199, 0.706], [-1.157, 3.676, 4.706], [-1.255, -2.757, 6.163], [-3.199, 0.252, 0.334], [-0.010, 1.484, 2.666], [2.037, 0.357, 3.538], [1.823, -4.499, 0.337], [-2.785, 6.099, -0.336], [-2.743, 6.465, 0.956], [-0.200, 3.370, -0.048], [-2.341, 1.867, -2.200], [-1.395, -5.172, -4.427], [1.703, -2.382, 1.792], [0.491, 0.897, -5.756], [3.788, -0.596, -0.904], [-0.968, 2.000, 3.458], [1.046, 2.304, 2.741], [4.279, -1.560, -0.879], [-2.305, 0.394, 1.315], [-0.442, 5.344, 0.743], [-2.962, 1.718, 4.481], [1.949, 2.088, 2.189], [-3.522, 3.993, -1.898], [4.395, -3.210, 3.647], [-0.725, 2.368, -0.863], [-2.591, 3.817, -1.377], [-2.632, -1.719, -4.456], [-0.912, -4.939, -3.488], [-1.399, -0.767, -6.690], [-1.798, -0.226, 4.188], [2.546, 1.888, -1.067], [0.223, 0.744, -3.639], [1.910, -5.642, -1.744], [1.471, -1.126, 2.226], [0.695, -2.892, 0.827], [-0.341, -0.257, 1.600], [-4.226, 1.202, 2.016], [3.932, 1.803, -1.036], [0.790, -6.179, -3.881], [-0.074, 0.442, -4.954], [-1.523, -4.073, -2.593], [-2.914, -0.198, -0.599], [-1.919, 2.614, -1.540], [-2.484, -3.630, -2.823], [1.407, 4.187, 3.855], [-1.097, -0.455, -5.243], [-0.050, 0.674, -0.905], [3.337, -1.341, 3.701], [4.532, 2.701, -1.105], [2.082, 2.858, -1.179]], "mulliken_charge": [-1.094, -1.024, -1.180, 0.226, -0.255, 0.345, -0.259, -1.439, 0.026, -0.292, -0.026, -0.266, 0.535, 0.612, -0.658, -0.218, 0.721, 0.840, 0.592, -0.244, -0.084, 0.109, 0.720, 0.486, -0.123, 0.477, -1.266, 0.563, -1.621, -0.747, -0.269, -0.343, -1.383, 0.545, -1.619, -0.264, 0.449, 0.647, 1.072, 0.541, -0.265, -0.685, 0.302, -0.244, -0.255, 0.363, 0.538, 0.468, -0.792, 1.197, 0.685, 0.149, 0.770, -0.260, -0.588, 0.337, 0.455, 0.820, 0.468, -0.729, 0.160, -1.018, 0.593, 1.482, 0.508, -0.047, 0.924, 0.513, 0.530, 0.675, -1.039, 0.593, -0.869, 0.758, -0.332, -0.071, -0.720, 0.447, 1.548, 0.103, -1.172, -0.304, -1.090, 0.432, -1.278, -0.657, 0.533, -0.746, 0.650, 0.533, 0.048, 2.615, -1.132, 0.542, 0.721]}

2.
{"formula": "C32H19AlCl5N4O9S", "method": "ωB97M-V with the def2-TZVPD basis set", "e_homo_ev": -3.4943, "lumo_ev": -0.24, "charge": -1, "homo_lumo_gap_ha": 0.1194, "elements": ["C", "C", "H", "C", "O", "H", "Cl", "H", "Al", "C", "H", "N", "C", "C", "H", "Cl", "H", "O", "S", "C", "C", "O", "Cl", "O", "C", "C", "C", "Cl", "O", "O", "H", "H", "C", "H", "C", "H", "H", "O", "C", "C", "C", "C", "N", "N", "C", "H", "C", "H", "C", "C", "H", "C", "C", "C", "C", "C", "C", "Cl", "H", "O", "C", "N", "H", "C", "C", "H", "H", "C", "O", "H", "C"], "positions_angstrom": [[2.669, -4.220, -2.971], [0.551, 2.430, -1.053], [5.871, 3.547, -1.348], [-1.375, 2.845, -2.417], [3.337, 6.178, 3.164], [1.326, 1.764, -0.711], [-0.410, 1.446, 4.427], [-1.663, 0.247, -1.527], [0.057, -1.961, -0.520], [1.652, -2.065, 4.380], [2.545, 3.694, 2.313], [1.097, -3.060, -1.814], [5.254, 3.625, -0.471], [2.584, -2.979, -3.585], [-4.033, -5.202, 0.627], [0.410, -0.839, 6.477], [-2.300, 2.492, -2.847], [-1.667, -3.940, 1.130], [4.909, 0.938, -0.816], [-0.451, 1.921, -1.856], [-2.242, -3.197, 0.366], [-7.772, -5.134, 0.573], [2.278, -3.222, 5.439], [4.367, 7.131, 1.398], [1.876, -2.236, 3.047], [4.567, 2.423, -0.190], [1.086, -1.449, 2.143], [3.002, -3.370, 2.447], [-5.933, -6.361, 0.488], [-1.600, -2.401, -0.557], [1.572, -5.120, -1.300], [3.526, 5.361, 3.660], [0.004, 4.708, -1.734], [-1.052, 0.366, -3.132], [-5.637, -1.851, -0.320], [3.218, -2.504, -4.327], [3.060, 1.575, 1.182], [-5.397, 0.268, -1.155], [-5.806, -4.082, 0.256], [0.465, -0.009, 3.954], [1.011, -0.943, -2.828], [3.441, 3.633, 1.634], [0.293, -0.515, -1.807], [-6.193, -0.646, -0.903], [-3.668, -3.109, 0.177], [1.074, -0.329, -3.707], [0.453, -0.313, 2.598], [5.881, 5.611, 0.274], [-6.490, -2.952, -0.145], [-1.082, 4.200, -2.466], [-3.622, -0.933, -0.202], [3.985, 6.146, 1.973], [5.136, 4.772, 0.310], [-4.222, -1.858, -0.122], [3.612, 2.475, 0.932], [-4.465, -4.205, 0.415], [4.143, 4.821, 1.287], [-0.535, 0.563, 1.486], [1.495, 4.255, -0.252], [1.185, -1.709, 0.838], [0.889, -0.954, 4.861], [-6.531, -5.283, 0.490], [-7.527, -3.017, -0.443], [-0.744, 0.452, -2.107], [1.607, -2.231, -2.797], [-1.636, 4.666, -3.251], [3.275, -5.067, -3.316], [1.764, -4.221, -1.916], [-7.410, -0.648, -1.102], [0.234, 5.748, -1.814], [0.701, 3.835, -0.915]], "mulliken_charge": [-0.567, 0.081, 0.366, -0.878, -0.519, 0.630, -0.194, -0.161, -1.475, 0.622, 0.188, 0.558, -0.556, -0.946, 0.524, -0.205, 0.391, -0.610, -0.502, 0.959, 0.274, -0.602, -0.205, -0.592, -0.320, 0.118, -0.333, -0.172, -0.570, -0.067, 0.433, 0.350, -0.686, 0.646, 0.218, 0.413, 0.397, -0.593, 0.237, 0.247, 0.216, -0.422, 1.193, 1.022, 0.668, 0.540, 0.691, 0.302, -0.722, -0.476, 0.416, 0.417, -0.677, -0.533, -0.646, -0.663, 0.846, -0.136, 0.202, 0.075, 0.094, 0.959, 0.529, -1.248, -0.204, 0.350, 0.412, -0.385, -0.613, 0.452, -0.555]}

no.,calculated total energy (eV)
1,-105300.348
2,-137925.125